Record 1
The following is a quantum chemistry calculation of a structure of composition C3H6O3S, from the OMol25 dataset.

As for the calculated total energy: -741.6477 Ha. As for the HOMO energy (alpha / beta): -9.249 / -9.248 eV.

The geometry in XYZ format:
```
13
Properties=species:S:1:pos:R:3:forces:R:3
C 1.22094 -1.12979 -0.34573 -1.941 1.768 -1.682
C -0.83901 1.34968 0.64397 0.374 -0.046 -1.161
C -1.25094 0.07720 -0.24985 0.282 0.655 1.267
O 2.27445 0.82473 0.95364 0.405 1.314 0.429
O 1.23534 -2.40078 -0.69582 -0.139 0.533 0.553
O -0.18069 -0.26254 -1.18139 2.245 -2.142 2.917
S 2.55388 -0.48527 0.39566 -1.434 -0.904 -0.503
H -1.70278 1.56375 1.38694 1.580 0.087 -1.353
H 0.12474 1.11666 1.17119 -1.159 0.066 -0.112
H -0.46831 2.25750 -0.07616 -1.556 -2.049 1.735
H -2.16759 0.31689 -0.81488 0.704 0.139 -0.491
H -1.64183 -0.80239 0.37337 1.158 0.967 -0.543
H 0.84180 -2.42563 -1.56093 -0.518 -0.386 -1.056
```
Positions in Å, forces in eV/Å.

Atomic charges from the natural (NBO) analysis, expressed in e, are listed below: atom 1 (C): 0.24, atom 2 (C): -0.66, atom 3 (C): -0.08, atom 4 (O): -0.92, atom 5 (O): -0.64, atom 6 (O): -0.56, atom 7 (S): 1.08, atom 8 (H): 0.21, atom 9 (H): 0.24, atom 10 (H): 0.22, atom 11 (H): 0.19, atom 12 (H): 0.17, atom 13 (H): 0.51

---

Record 2
The following is a quantum chemistry calculation of a cluster of 2 separate species, C3H6O3S in total, from the OMol25 dataset.

As for the calculated total energy: -741.7345 Ha. As for the HOMO energy: -7.835 eV.

The geometry in XYZ format:
```
13
Properties=species:S:1:pos:R:3:forces:R:3
C -1.12817 0.05309 -0.25135 3.358 1.823 -0.070
C -0.75177 -1.34688 -0.46708 0.454 -1.471 -1.351
C 0.50954 1.28400 -0.00560 -4.389 -1.272 0.952
O 0.05541 2.57134 -0.21994 -1.177 -0.878 1.624
O 0.75856 1.00731 1.35317 -3.367 0.998 -1.786
O 1.47646 0.91229 -0.83366 1.053 0.389 -1.615
S -2.55579 0.67550 -0.08327 -1.212 0.727 0.172
H -1.57968 -1.97293 -0.97656 1.311 1.175 0.444
H -0.74803 -1.77966 0.55112 0.728 -0.012 -0.389
H 0.27844 -1.42632 -1.05030 -2.124 -0.101 1.486
H -0.75007 2.65378 0.41034 1.574 -0.094 -1.576
H 1.63587 0.82420 1.46612 3.877 -0.738 0.477
H 1.38934 1.35072 -1.72952 -0.086 -0.546 1.631
```
Positions in Å, forces in eV/Å.

Atomic charges from the natural (NBO) analysis, expressed in e, are listed below: atom 1 (C): -0.19, atom 2 (C): -0.74, atom 3 (C): 0.81, atom 4 (O): -0.72, atom 5 (O): -0.72, atom 6 (O): -0.71, atom 7 (S): 0.04, atom 8 (H): 0.23, atom 9 (H): 0.26, atom 10 (H): 0.24, atom 11 (H): 0.51, atom 12 (H): 0.48, atom 13 (H): 0.51

---

Record 3
The following is a quantum chemistry calculation of the molecule C3H6OS, from the OMol25 dataset.

As for the calculated total energy: -591.2587 Ha. As for the HOMO energy: -9.446 eV. Its SMILES is C[C@@H]1O[C@H]1S.

The geometry in XYZ format:
```
11
Properties=species:S:1:pos:R:3:forces:R:3
C -0.10561 -0.54195 1.49838 -1.199 -1.253 2.939
C -0.14732 -0.56537 0.01851 -0.411 -2.248 -2.085
O 1.07054 -0.33908 -0.70522 0.333 1.280 0.948
C 0.03113 0.65175 -0.74067 1.061 1.954 0.113
S -0.60373 0.91157 -2.39798 0.509 0.541 -0.095
H 0.55046 -1.29965 1.98557 0.341 0.525 -0.973
H -1.08161 -1.03349 1.93128 1.206 1.726 -0.870
H 0.16674 0.45701 1.99830 -0.747 -1.423 -1.012
H -0.62111 -1.41853 -0.60320 -0.027 1.303 1.849
H 0.20826 1.62126 -0.11032 -0.141 -1.850 -1.327
H 0.53224 1.55648 -2.87466 -0.925 -0.554 0.513
```
Positions in Å, forces in eV/Å.

Atomic charges from the natural (NBO) analysis, expressed in e, are listed below: atom 1 (C): -0.66, atom 2 (C): 0.03, atom 3 (O): -0.50, atom 4 (C): -0.10, atom 5 (S): -0.03, atom 6 (H): 0.24, atom 7 (H): 0.23, atom 8 (H): 0.23, atom 9 (H): 0.21, atom 10 (H): 0.20, atom 11 (H): 0.14

---

Record 4
The following is a quantum chemistry calculation of the molecule C3H6OS, from the OMol25 dataset.

As for the calculated total energy: -591.2926 Ha. As for the HOMO energy: -8.844 eV. Its SMILES is CCOC=S.

The geometry in XYZ format:
```
11
Properties=species:S:1:pos:R:3:forces:R:3
C -2.80405 -0.36501 0.05076 2.243 -1.371 -0.476
C -1.50365 0.51264 0.02279 -2.943 1.121 -1.624
O -0.35721 -0.27623 -0.13070 -0.460 -1.705 0.033
C 0.75979 0.37712 -0.02380 0.372 1.911 0.196
S 2.25143 -0.17942 0.03199 0.504 -0.567 -0.076
H -3.72404 0.13788 0.06067 -0.961 1.406 0.159
H -2.85438 -0.98370 -0.86154 0.255 0.089 0.361
H -2.81113 -1.04418 0.91790 0.222 0.218 -0.293
H -1.56624 1.26608 -0.85096 0.081 -1.138 1.189
H -1.47696 1.09580 0.92581 0.323 0.208 0.536
H 0.55496 1.46026 0.04343 0.363 -0.172 -0.005
```
Positions in Å, forces in eV/Å.

Atomic charges from the natural (NBO) analysis, expressed in e, are listed below: atom 1 (C): -0.63, atom 2 (C): -0.07, atom 3 (O): -0.48, atom 4 (C): 0.04, atom 5 (S): -0.03, atom 6 (H): 0.22, atom 7 (H): 0.22, atom 8 (H): 0.22, atom 9 (H): 0.18, atom 10 (H): 0.18, atom 11 (H): 0.15

---

Record 5
The following is a quantum chemistry calculation of the molecule C3H6OS, from the OMol25 dataset.

As for the calculated total energy: -591.2268 Ha. As for the HOMO energy: -9.193 eV. Its SMILES is SC[C@H]1CO1.

The geometry in XYZ format:
```
11
Properties=species:S:1:pos:R:3:forces:R:3
S 2.30911 -0.66290 -0.05106 0.527 2.585 -1.081
C 0.70672 0.34728 -0.36858 2.740 1.810 4.035
C -0.30418 -0.33898 0.41845 -3.130 -1.838 -1.327
C -1.77082 -0.16994 0.03009 5.552 2.722 -3.882
O -0.99631 -1.23800 -0.48743 -1.406 -0.683 0.868
H 3.14465 0.53365 -0.03613 -1.196 -2.089 -0.036
H 0.98647 1.18375 0.41146 -0.539 -0.556 -2.314
H 0.36679 0.64909 -1.36753 0.565 -0.240 0.394
H -0.14794 -0.84392 1.37776 0.524 0.624 -0.278
H -2.43967 -0.16577 0.75711 -3.245 -1.142 2.994
H -1.85481 0.70574 -0.68414 -0.392 -1.193 0.629
```
Positions in Å, forces in eV/Å.

Atomic charges from the natural (NBO) analysis, expressed in e, are listed below: atom 1 (S): -0.09, atom 2 (C): -0.50, atom 3 (C): 0.01, atom 4 (C): -0.10, atom 5 (O): -0.49, atom 6 (H): 0.14, atom 7 (H): 0.22, atom 8 (H): 0.25, atom 9 (H): 0.21, atom 10 (H): 0.18, atom 11 (H): 0.16

---

Record 6
The following is a quantum chemistry calculation of a structure of composition C3H6OS, from the OMol25 dataset.

As for the calculated total energy: -591.1205 Ha. As for the HOMO energy: -8.854 eV.

The geometry in XYZ format:
```
11
Properties=species:S:1:pos:R:3:forces:R:3
C -0.91687 0.43534 -0.35876 -0.148 -3.312 -2.316
C 0.18475 -0.57608 0.40928 -6.364 0.924 0.999
C 1.28173 0.01634 1.06351 3.428 2.104 0.130
H -0.68926 0.22023 -2.95701 0.506 2.218 5.760
H -2.05317 0.09076 -0.16021 2.631 -0.013 -1.337
H -1.00726 1.38214 0.09221 0.958 1.356 0.414
H -0.49443 -1.16289 1.20882 0.951 1.804 -0.830
H 0.47005 -1.52236 0.10228 0.580 -1.616 -2.380
H 1.27233 1.29121 0.69548 0.822 -3.659 1.895
O -0.47587 0.85167 -1.90009 -1.493 -2.705 -1.252
S 2.42801 -1.02635 1.80450 -1.871 2.898 -1.082
```
Positions in Å, forces in eV/Å.

Atomic charges from the natural (NBO) analysis, expressed in e, are listed below: atom 1 (C): -0.05, atom 2 (C): -0.59, atom 3 (C): -0.19, atom 4 (H): 0.49, atom 5 (H): 0.20, atom 6 (H): 0.19, atom 7 (H): 0.28, atom 8 (H): 0.28, atom 9 (H): 0.23, atom 10 (O): -0.80, atom 11 (S): -0.03

---

Record 7
The following is a quantum chemistry calculation of a structure of composition C3H6OS2, from the OMol25 dataset.

As for the calculated total energy: -989.3466 Ha. As for the HOMO energy: -8.420 eV.

The geometry in XYZ format:
```
12
Properties=species:S:1:pos:R:3:forces:R:3
C -2.00642 -0.91731 0.26837 -3.850 0.369 1.433
C 0.55698 0.17654 -0.14571 1.370 1.491 2.446
C -0.15312 1.44098 0.40350 -0.605 -1.501 0.616
H -2.05808 -0.20814 1.36540 -0.299 -1.910 -3.732
H -2.43121 -0.43622 -0.81909 -0.020 -1.300 3.926
H -2.58297 -2.10820 0.66645 2.077 3.837 -1.724
H 0.67683 2.23012 0.35518 -1.902 -0.457 0.344
H -0.42173 1.00647 1.55459 0.666 1.980 -3.046
H -1.25809 2.00633 -1.31145 -0.926 -1.328 4.260
O -1.50911 1.66298 -0.28645 3.973 1.708 -2.851
S -0.36429 -1.17701 -0.19047 0.951 -3.759 -0.779
S 2.22451 -0.07271 0.02319 -1.434 0.870 -0.894
```
Positions in Å, forces in eV/Å.

Atomic charges from the natural (NBO) analysis, expressed in e, are listed below: atom 1 (C): -0.87, atom 2 (C): -0.37, atom 3 (C): -0.16, atom 4 (H): 0.25, atom 5 (H): 0.28, atom 6 (H): 0.27, atom 7 (H): 0.23, atom 8 (H): 0.22, atom 9 (H): 0.48, atom 10 (O): -0.74, atom 11 (S): 0.47, atom 12 (S): -0.07

---

Record 8
The following is a quantum chemistry calculation of the molecule C3H6OS2, from the OMol25 dataset.

As for the calculated total energy: -989.4636 Ha. As for the HOMO energy: -8.750 eV. Its SMILES is OCC(=S)CS.

The geometry in XYZ format:
```
12
Properties=species:S:1:pos:R:3:forces:R:3
O -0.19495 1.76470 -0.69331 -1.131 0.397 2.357
C 0.66798 1.06777 0.14839 -1.504 -1.216 2.589
C 0.71098 -0.45328 -0.00237 0.586 -1.371 -0.225
S 2.03374 -1.18892 -0.68916 -1.479 0.798 0.776
C -0.51823 -1.27955 0.49689 2.966 -0.942 1.050
S -1.72862 -1.02833 -0.72134 -1.785 -0.196 -1.325
H 0.18024 1.61974 -1.51003 0.853 -0.162 -3.368
H 0.32172 1.22849 1.20752 0.167 0.097 -0.852
H 1.65139 1.40693 0.10495 1.759 0.735 -0.316
H -0.88544 -0.97383 1.49156 0.351 -0.030 -0.375
H -0.18154 -2.39695 0.56013 -0.878 2.048 -0.305
H -2.05727 0.23323 -0.39323 0.095 -0.157 -0.006
```
Positions in Å, forces in eV/Å.

Atomic charges from the natural (NBO) analysis, expressed in e, are listed below: atom 1 (O): -0.68, atom 2 (C): -0.15, atom 3 (C): -0.06, atom 4 (S): 0.04, atom 5 (C): -0.65, atom 6 (S): 0.04, atom 7 (H): 0.47, atom 8 (H): 0.18, atom 9 (H): 0.19, atom 10 (H): 0.24, atom 11 (H): 0.26, atom 12 (H): 0.14

---

Relative energy (zero: lowest compared OMol25 entry of this formula, charge and spin) values (in kcal per mole) by entry order: 84.5, 30.0, 46.7, 25.3, 66.7, 133.4, 114.2, 40.7.
Strongest force on any atom values (in eV/A) by entry order: 4.26, 4.67, 3.41, 3.54, 7.30, 6.51, 5.18, 3.48.
M values (in g/mol) by entry order: 122.14, 122.14, 90.15, 90.15, 90.15, 90.15, 122.21, 122.21.